1.
{
  "formula": "C34H32F4N6O4SV",
  "method": "ωB97M-V/def2-TZVPD",
  "species": ["V", "C", "C", "N", "C", "C", "C", "C", "N", "C", "C", "F", "C", "F", "C", "C", "F", "C", "F", "H", "H", "H", "H", "H", "H", "H", "H", "H", "H", "H", "H", "H", "H", "H", "S", "N", "C", "C", "C", "C", "C", "N", "C", "C", "N", "C", "C", "C", "C", "C", "N", "H", "H", "H", "H", "H", "H", "C", "O", "C", "C", "H", "H", "H", "H", "H", "H", "O", "C", "C", "C", "C", "C", "C", "C", "O", "O", "H", "H", "H", "H", "H"],
  "coordinates": [[-1.053, 0.324, -0.519], [2.362, 0.032, 3.061], [2.475, -1.072, 2.020], [2.535, -0.557, 0.666], [3.708, 0.275, 0.415], [3.356, 1.740, 0.209], [2.384, -1.584, -0.348], [1.111, -2.421, -0.276], [-0.084, -1.625, -0.193], [-1.259, -2.225, 0.028], [-2.612, -1.195, 1.823], [-3.305, 0.010, 2.160], [-3.512, -2.337, 2.181], [-4.361, -2.085, 3.234], [-3.524, -3.591, 1.672], [-2.653, -4.150, 0.717], [-2.934, -5.461, 0.404], [-1.567, -3.586, 0.063], [-0.733, -4.488, -0.570], [2.222, -0.398, 4.055], [1.508, 0.668, 2.833], [3.257, 0.658, 3.091], [1.595, -1.710, 2.095], [3.358, -1.708, 2.244], [4.232, -0.101, -0.472], [4.421, 0.171, 1.244], [2.564, 1.839, -0.533], [4.228, 2.310, -0.125], [2.978, 2.191, 1.127], [3.238, -2.294, -0.315], [2.425, -1.088, -1.322], [1.169, -3.130, 0.565], [1.113, -3.055, -1.174], [-4.275, -4.267, 2.067], [-4.075, 3.092, -6.853], [-4.320, 3.522, -5.300], [-3.556, 2.749, -4.554], [-3.453, 2.790, -3.106], [-4.119, 3.663, -2.304], [-3.911, 3.614, -0.895], [-3.047, 2.678, -0.389], [-2.375, 1.777, -1.127], [-2.551, 1.826, -2.520], [-1.815, 0.939, -3.244], [-0.960, 0.079, -2.502], [-0.221, -0.805, -3.232], [-0.238, -0.900, -4.588], [-1.088, -0.028, -5.349], [-1.862, 0.868, -4.683], [-2.774, 1.807, -5.327], [-2.979, 1.907, -6.625], [-4.792, 4.387, -2.747], [-4.417, 4.296, -0.225], [-2.885, 2.613, 0.684], [0.400, -1.472, -2.647], [0.376, -1.646, -5.075], [-1.127, -0.078, -6.430], [-4.595, -0.694, -0.326], [-3.459, -1.513, -0.472], [-2.309, -1.190, 0.322], [-1.367, -1.192, 2.698], [-4.343, 0.365, -0.368], [-5.125, -0.891, 0.612], [-5.256, -0.937, -1.161], [-0.858, -2.153, 2.619], [-1.672, -1.037, 3.736], [-0.683, -0.401, 2.392], [0.835, 5.332, 1.825], [0.101, 4.601, 2.679], [-0.202, 5.137, 3.932], [-0.976, 4.418, 4.826], [-1.463, 3.159, 4.491], [-1.149, 2.619, 3.255], [-0.362, 3.316, 2.344], [-0.012, 2.724, 1.012], [0.565, 3.434, 0.172], [-0.314, 1.495, 0.838], [0.872, 4.779, 0.989], [0.171, 6.124, 4.172], [-1.212, 4.851, 5.792], [-2.084, 2.605, 5.183], [-1.530, 1.649, 2.965]],
  "mulliken_charge": [-0.649, -1.191, -0.347, 1.344, -1.231, -0.825, -1.474, -1.699, 1.246, -0.892, 2.591, -0.509, -0.254, -0.413, -0.926, 0.205, -0.401, 0.379, -0.416, 0.435, 0.054, 0.393, 0.078, 0.241, 0.475, 0.407, 0.107, 0.514, 0.085, 0.278, 0.621, 0.609, 0.458, 0.339, -0.020, -0.758, 0.752, 0.106, -0.407, -1.316, -0.330, 0.597, -0.565, -0.040, 0.509, -0.040, -1.390, -0.234, -0.038, 0.723, -0.752, 0.439, 0.416, 0.397, 0.294, 0.403, 0.480, -0.585, -0.319, 1.245, -1.422, 0.154, 0.221, 0.321, 0.410, 0.494, -0.233, -0.748, 0.068, -0.698, -0.389, -1.027, -0.170, -0.292, 0.692, -0.888, -0.007, 0.396, 0.416, 0.348, 0.448, 0.708],
  "e_homo_ha": [0.002, 0.001],
  "spin_multiplicity": 4,
  "e_above_lowest_ev": 0.000,
  "gap_ev": [4.016, 4.037],
  "charge": -2,
  "lumo_energy_ev": [4.06, 4.07]
}

2.
{
  "formula": "C34H32F6N3OS",
  "method": "ωB97M-V/def2-TZVPD",
  "species": ["F", "C", "F", "F", "C", "C", "C", "N", "C", "S", "N", "C", "C", "C", "C", "C", "N", "C", "C", "C", "F", "F", "F", "C", "H", "H", "H", "H", "H", "H", "H", "H", "H", "H", "H", "H", "H", "H", "H", "C", "C", "C", "C", "C", "C", "C", "C", "C", "C", "O", "C", "C", "C", "C", "C", "C", "C", "C", "C", "C", "H", "H", "H", "H", "H", "H", "H", "H", "H", "H", "H", "H", "H", "H", "H", "H", "H"],
  "coordinates": [[-8.842, -0.122, -4.899], [-8.308, 1.095, -4.560], [-7.991, 1.745, -5.723], [-9.295, 1.815, -3.939], [-7.105, 0.921, -3.655], [-5.872, 1.464, -4.022], [-4.730, 1.231, -3.222], [-3.473, 1.745, -3.586], [-2.282, 1.186, -3.117], [-2.262, -0.469, -2.797], [-1.254, 2.102, -2.959], [0.008, 1.876, -2.211], [0.417, 0.420, -2.241], [0.804, 0.054, -3.695], [2.250, -0.416, -3.665], [2.854, 0.193, -2.409], [1.718, 0.298, -1.376], [-4.869, 0.486, -2.046], [-6.129, 0.025, -1.657], [-6.232, -0.628, -0.308], [-7.398, -1.305, -0.134], [-5.203, -1.515, -0.098], [-6.153, 0.312, 0.700], [-7.253, 0.213, -2.456], [-5.776, 2.049, -4.944], [-3.441, 2.480, -4.295], [-1.519, 3.100, -3.016], [0.808, 2.455, -2.723], [-0.072, 2.237, -1.161], [-0.323, -0.278, -1.823], [0.086, -0.644, -4.160], [0.728, 0.961, -4.321], [2.334, -1.506, -3.716], [2.812, -0.080, -4.542], [3.695, -0.385, -2.023], [3.168, 1.241, -2.667], [1.845, 1.276, -1.067], [-4.007, 0.239, -1.408], [-8.208, -0.190, -2.152], [-3.417, 0.507, 2.583], [-2.094, 0.411, 1.872], [-1.967, -0.617, 0.943], [-0.758, -0.898, 0.323], [0.391, -0.178, 0.641], [1.673, -0.597, -0.085], [2.919, -0.630, 0.855], [2.916, -0.497, 2.267], [4.077, -0.646, 3.057], [5.287, -0.932, 2.422], [6.517, -1.073, 3.039], [6.664, -1.301, 4.416], [7.477, -2.383, 4.778], [7.769, -2.596, 6.122], [7.301, -1.709, 7.096], [6.438, -0.669, 6.733], [6.142, -0.429, 5.384], [5.288, -1.221, 1.049], [4.121, -1.067, 0.303], [0.271, 0.875, 1.558], [-0.961, 1.175, 2.162], [-3.623, 1.515, 2.964], [-4.213, 0.235, 1.874], [-3.488, -0.225, 3.412], [-2.853, -1.222, 0.719], [-0.765, -1.661, -0.471], [1.565, -1.690, -0.477], [2.003, -0.242, 2.808], [4.022, -0.599, 4.146], [7.858, -3.042, 4.000], [8.364, -3.461, 6.402], [7.596, -1.831, 8.142], [5.982, -0.031, 7.490], [5.512, 0.410, 5.081], [6.207, -1.593, 0.582], [4.174, -1.275, -0.768], [1.121, 1.516, 1.783], [-1.047, 1.993, 2.886]],
  "mulliken_charge": [-0.246, 0.798, -0.278, -0.243, 0.087, -0.856, 0.665, -0.153, 0.411, -0.209, -0.228, -0.926, 1.067, -0.676, -0.835, -0.149, 0.040, -0.173, -0.060, 0.901, -0.273, -0.262, -0.277, -1.252, 0.442, 0.300, 0.324, 0.433, 0.211, -1.076, 0.341, 0.451, 0.322, 0.406, 0.101, 0.353, 0.615, 0.422, 0.515, -1.024, 0.775, -0.876, -0.542, -0.065, 0.603, 0.550, -0.743, -0.780, 0.738, -0.409, 0.487, -0.559, -0.403, -0.522, -0.533, -0.277, -1.146, -0.868, -0.342, -1.196, 0.377, 0.013, 0.274, 0.412, 0.728, 0.360, 0.459, 0.575, 0.392, 0.370, 0.362, 0.356, 0.542, 0.390, 0.454, 0.626, 0.409],
  "e_homo_ha": -0.398,
  "gap_ev": 8.285,
  "charge": 1,
  "lumo_energy_ev": -2.54
}

3.
{
  "formula": "C34H32N5O5PS5SbSeTi",
  "method": "ωB97M-V/def2-TZVPD",
  "species": ["Ti", "O", "N", "O", "C", "C", "C", "C", "C", "C", "N", "C", "C", "N", "C", "C", "C", "C", "H", "H", "H", "H", "H", "H", "H", "S", "Sb", "S", "S", "S", "C", "P", "C", "C", "H", "H", "H", "H", "H", "H", "H", "H", "H", "C", "C", "C", "C", "C", "C", "C", "S", "O", "O", "O", "H", "H", "H", "H", "H", "H", "H", "N", "C", "C", "C", "C", "N", "C", "C", "H", "H", "H", "H", "Se", "C", "C", "C", "C", "C", "C", "H", "H", "H", "H", "H"],
  "coordinates": [[-0.463, 0.380, 0.174], [0.468, -7.186, -0.653], [0.579, -6.161, -1.327], [0.825, -6.213, -2.535], [0.262, -4.909, -0.728], [-0.038, -4.921, 0.631], [-0.394, -3.794, 1.336], [-0.739, -3.810, 2.742], [-1.001, -2.663, 3.364], [-0.921, -1.346, 2.672], [-0.909, -1.421, 1.227], [-0.472, -2.542, 0.673], [-0.084, -2.508, -0.719], [-0.084, -1.276, -1.268], [0.061, -1.140, -2.569], [0.320, -2.235, -3.390], [0.433, -3.487, -2.841], [0.229, -3.675, -1.455], [0.003, -5.873, 1.143], [-0.776, -4.759, 3.265], [-1.263, -2.643, 4.415], [-1.736, -0.702, 2.978], [-0.018, -0.135, -2.960], [0.441, -2.084, -4.455], [0.662, -4.338, -3.457], [3.898, 2.958, 3.240], [4.305, 0.710, 3.133], [1.673, -0.175, 1.494], [0.594, -0.396, 3.270], [5.757, 0.272, 1.440], [2.076, 1.721, -3.076], [2.069, 1.130, -1.329], [3.135, 2.388, -0.550], [3.228, -0.284, -1.437], [3.080, 2.045, -3.362], [1.388, 2.559, -3.201], [1.768, 0.921, -3.750], [4.142, 2.343, -0.967], [3.217, 2.223, 0.525], [2.721, 3.386, -0.716], [4.028, -0.070, -2.149], [2.711, -1.197, -1.734], [3.687, -0.440, -0.458], [-2.327, 3.699, -7.349], [-2.472, 2.980, -6.036], [-2.198, 1.620, -5.932], [-2.349, 0.951, -4.725], [-2.779, 1.645, -3.605], [-3.063, 2.998, -3.689], [-2.907, 3.656, -4.899], [-2.865, 0.817, -2.029], [-3.983, 1.373, -1.321], [-2.885, -0.604, -2.299], [-1.549, 1.234, -1.449], [-1.635, 3.176, -8.009], [-1.957, 4.715, -7.206], [-3.287, 3.771, -7.867], [-1.859, 1.075, -6.806], [-2.141, -0.108, -4.638], [-3.405, 3.525, -2.807], [-3.124, 4.717, -4.962], [1.320, 7.860, 1.176], [1.091, 6.741, 1.049], [0.786, 5.349, 0.856], [1.097, 4.415, 1.827], [0.763, 3.085, 1.588], [0.184, 2.687, 0.458], [-0.114, 3.599, -0.477], [0.167, 4.937, -0.327], [1.609, 4.667, 2.744], [0.994, 2.325, 2.321], [-0.604, 3.218, -1.363], [-0.090, 5.645, -1.102], [-2.191, 1.686, 1.830], [-3.585, 0.458, 2.273], [-4.226, 0.557, 3.512], [-5.248, -0.311, 3.864], [-5.650, -1.312, 2.991], [-5.013, -1.429, 1.762], [-3.999, -0.555, 1.404], [-3.904, 1.323, 4.207], [-5.725, -0.208, 4.833], [-6.446, -1.995, 3.265], [-5.308, -2.206, 1.067], [-3.523, -0.657, 0.439]],
  "mulliken_charge": [0.113, -0.718, 1.020, -0.706, -0.999, -0.522, 1.059, -1.435, -0.714, 0.431, 0.755, -0.397, -0.476, 1.582, -0.602, -1.503, -0.959, 1.166, 0.557, 0.393, 0.502, -0.270, 0.805, 0.468, 0.539, -0.694, 0.545, -0.033, -0.088, -0.694, -1.712, 1.423, -0.767, -0.895, 0.500, 0.275, 0.362, 0.540, -0.217, 0.315, 0.494, 0.142, 0.156, -1.445, 1.031, -0.848, -0.341, -0.502, -0.564, -0.785, 1.575, -0.650, -0.782, -0.264, 0.356, 0.363, 0.278, 0.332, 0.519, 0.502, 0.357, -0.590, -0.156, 0.544, -0.829, -0.675, 1.403, -0.773, -0.867, 0.642, 0.438, 0.419, 0.503, -0.390, -0.482, -0.262, -0.610, -0.414, -0.990, 0.382, 0.387, 0.352, 0.361, 0.422, 0.315],
  "e_homo_ha": [-0.082, -0.082],
  "spin_multiplicity": 2,
  "e_above_lowest_ev": 0.942,
  "gap_ev": [5.647, 5.563],
  "charge": -2,
  "lumo_energy_ev": [3.41, 3.33]
}